No. 1
C48H74N3O5P2SiTm | the ωB97M-V functional and the def2-TZVPD basis

## Properties
* M: 1032.1 g mol⁻¹
* lowest unoccupied orbital energy (alpha / beta): -4.881 / -4.880 eV
* total charge: +2
* orbital gap (alpha / beta): 4.2 / 4.3 eV
* energy: -4470.69514 a.u.
* spin multiplicity: 3

Last column: Löwdin charge in e.
Element x y z (Å)
Tm 8.83 13.35 14.38  1.12
C 13.48 13.05 17.94  -0.20
Si 14.83 13.99 17.04  0.63
C 14.20 15.77 16.84  -0.24
C 13.89 16.19 18.17  -0.13
C 13.63 17.52 18.44  -0.06
C 13.66 18.45 17.41  -0.05
C 13.99 18.05 16.13  -0.10
C 14.24 16.73 15.74  -0.37
P 14.96 16.45 14.06  1.08
C 16.69 17.21 14.05  -0.46
C 17.46 16.85 12.78  -0.23
C 18.80 17.60 12.67  -0.19
C 19.57 17.75 14.00  -0.19
C 19.04 16.76 15.05  -0.19
C 17.50 16.87 15.32  -0.19
C 13.84 17.67 13.06  -0.39
C 14.56 18.92 12.45  -0.21
C 13.63 19.71 11.52  -0.18
C 13.00 18.87 10.41  -0.21
C 12.20 17.66 10.88  -0.21
C 13.06 16.87 11.86  -0.20
C 16.52 14.06 17.82  -0.28
C 17.26 14.89 18.68  -0.05
C 18.65 14.74 18.75  -0.02
C 19.33 13.91 17.79  -0.05
C 18.64 13.04 16.98  -0.08
C 17.25 13.14 17.03  -0.35
P 15.92 12.22 16.04  1.15
C 16.69 11.46 14.44  -0.36
C 15.86 10.17 14.03  -0.22
C 16.38 9.37 12.85  -0.19
C 16.87 10.28 11.66  -0.15
C 17.68 11.57 12.18  -0.17
C 16.83 12.39 13.20  -0.20
C 15.63 10.84 17.29  -0.41
C 16.87 9.98 17.40  -0.19
C 16.74 8.41 17.51  -0.15
C 15.35 8.05 18.12  -0.19
C 14.25 8.56 17.21  -0.20
C 14.34 10.09 16.93  -0.22
H 13.94 12.28 18.63  0.06
H 12.81 12.59 17.18  0.02
H 12.83 13.76 18.51  0.05
H 13.91 15.45 18.96  0.09
H 13.50 17.85 19.45  0.11
H 13.55 19.52 17.69  0.13
H 14.12 18.80 15.38  0.09
H 16.41 18.27 14.07  0.09
H 16.86 17.05 11.87  0.10
H 17.69 15.74 12.81  0.12
H 18.67 18.63 12.25  0.12
H 19.49 17.00 12.01  0.13
H 19.50 18.81 14.30  0.11
H 20.65 17.51 13.83  0.12
H 19.58 16.92 16.01  0.12
H 19.25 15.72 14.85  0.10
H 17.15 17.62 16.05  0.12
H 17.20 15.95 15.78  0.06
H 13.10 18.02 13.76  0.07
H 15.48 18.56 11.98  0.09
H 14.88 19.73 13.10  0.10
H 14.11 20.59 11.11  0.11
H 12.81 20.13 12.12  0.12
H 13.75 18.60 9.72  0.11
H 12.37 19.47 9.81  0.10
H 11.99 17.06 9.96  0.11
H 11.18 17.92 11.28  0.12
H 13.86 16.39 11.25  0.11
H 12.40 16.16 12.40  0.08
H 16.72 15.65 19.25  0.11
H 19.17 15.26 19.52  0.10
H 20.44 13.90 17.77  0.13
H 19.16 12.28 16.38  0.12
H 17.74 11.07 14.67  0.13
H 14.87 10.53 13.66  0.12
H 15.82 9.48 14.89  0.08
H 15.54 8.73 12.51  0.12
H 17.19 8.71 13.17  0.11
H 15.97 10.54 11.07  0.11
H 17.58 9.73 11.04  0.11
H 17.97 12.15 11.33  0.09
H 18.64 11.22 12.56  0.11
H 15.83 12.72 12.78  0.13
H 17.40 13.30 13.55  0.10
H 15.49 11.41 18.27  0.11
H 17.46 10.25 18.29  0.12
H 17.52 10.17 16.54  0.08
H 17.58 8.09 18.08  0.11
H 16.73 7.98 16.52  0.10
H 15.24 8.64 19.10  0.14
H 15.28 6.95 18.45  0.14
H 13.27 8.30 17.62  0.11
H 14.39 8.11 16.22  0.11
H 13.42 10.56 17.35  0.08
H 14.04 10.21 15.82  0.10
O 10.72 14.55 15.36  -0.09
H 11.01 14.65 16.30  0.09
H 11.26 15.16 14.88  0.06
O 9.18 11.85 16.21  -0.11
H 8.35 11.41 16.54  0.11
H 9.84 11.79 16.91  0.07
O 10.88 12.26 13.70  -0.11
H 11.71 11.88 14.15  0.11
H 11.10 12.32 12.76  0.07
O 7.04 14.25 15.57  -0.09
H 6.96 15.15 15.94  0.10
H 6.14 13.95 15.52  0.08
O 9.05 14.47 12.71  -0.41
H 9.31 15.39 12.78  -0.01
H 9.31 13.93 10.99  0.09
C 8.35 10.25 12.44  -0.03
C 7.91 10.61 13.75  -0.17
N 7.19 11.73 14.00  -0.11
C 6.47 12.21 12.95  -0.11
C 7.06 12.16 11.69  -0.23
C 8.15 11.25 11.52  -0.03
C 6.53 12.88 10.56  -0.06
C 7.17 13.41 9.43  -0.06
C 8.49 13.80 9.09  -0.26
C 8.78 14.03 7.72  0.00
C 10.10 14.15 7.35  -0.12
N 11.05 14.11 8.31  0.06
C 10.74 13.96 9.58  -0.16
N 9.48 13.97 9.98  0.12
H 8.80 9.31 12.25  0.11
H 8.21 9.99 14.58  0.10
H 5.47 12.65 13.15  0.14
H 8.79 11.38 10.67  0.11
H 5.47 13.27 10.59  0.13
H 6.48 13.73 8.63  0.12
H 8.07 14.07 6.90  0.12
H 10.38 14.28 6.34  0.10
H 11.56 14.04 10.28  0.12

No. 2
C48H77BCl5MoN2P3 | the ωB97M-V functional and the def2-TZVPD basis

## Properties
* M: 1059.1 g mol⁻¹
* lowest unoccupied orbital energy (alpha / beta): -7.381 / -7.023 eV
* total charge: +2
* orbital gap (alpha / beta): 5.2 / 5.6 eV
* energy: -5402.29397 a.u.
* spin multiplicity: 3

Last column: Löwdin charge in e.
Element x y z (Å)
Mo -1.57 -0.13 -0.04  1.15
C -5.85 2.09 -2.00  -0.07
C -4.34 1.97 -1.74  -0.64
C -3.69 3.28 -2.24  -0.07
C -3.78 0.79 -2.57  -0.11
P -3.85 1.53 0.04  1.19
C -5.19 0.36 0.55  -0.27
N -4.65 -0.95 0.56  -0.02
B -3.36 -1.32 0.08  -0.62
N -3.32 -2.75 0.23  -0.02
C -2.30 -3.61 -0.30  -0.27
P -0.74 -2.64 -0.40  1.11
C 0.34 -3.59 0.81  -0.66
C 0.33 -5.10 0.56  -0.06
C 1.79 -3.10 0.79  -0.10
C -0.27 -3.29 2.19  -0.09
C -0.28 -2.80 -2.19  -0.68
C -1.36 -1.98 -2.92  -0.09
C 1.08 -2.13 -2.45  -0.10
C -0.25 -4.24 -2.71  -0.06
C -4.51 -3.19 0.81  -0.15
C -4.91 -4.47 1.20  0.00
C -6.14 -4.59 1.83  -0.06
C -6.96 -3.47 2.04  -0.06
C -6.57 -2.21 1.63  0.00
C -5.33 -2.08 1.02  -0.15
C -4.23 2.88 1.31  -0.63
C -5.70 3.29 1.19  -0.07
C -3.95 2.27 2.71  -0.08
C -3.38 4.15 1.14  -0.06
H -5.98 2.05 -3.09  0.10
H -6.24 3.05 -1.67  0.08
H -6.46 1.30 -1.58  0.07
H -4.31 3.69 -3.04  0.10
H -2.71 3.11 -2.65  0.02
H -3.62 4.04 -1.47  0.06
H -3.91 0.99 -3.63  0.11
H -4.27 -0.15 -2.33  0.09
H -2.70 0.69 -2.40  0.03
H -6.02 0.42 -0.14  0.09
H -5.57 0.63 1.53  0.09
H -2.57 -3.97 -1.29  0.10
H -2.16 -4.48 0.34  0.08
H 0.77 -5.36 -0.41  0.07
H -0.66 -5.56 0.62  0.08
H 0.94 -5.56 1.33  0.11
H 2.35 -3.54 -0.03  0.08
H 2.28 -3.41 1.73  0.10
H 1.86 -2.02 0.72  0.00
H -1.32 -3.60 2.27  0.09
H -0.20 -2.23 2.44  0.02
H 0.29 -3.85 2.95  0.10
H -1.42 -0.96 -2.52  0.03
H -2.36 -2.43 -2.85  0.09
H -1.10 -1.89 -3.98  0.11
H 1.14 -1.13 -2.03  0.02
H 1.24 -2.05 -3.54  0.11
H 1.90 -2.71 -2.04  0.06
H -1.07 -4.86 -2.34  0.08
H 0.69 -4.73 -2.45  0.08
H -0.32 -4.23 -3.80  0.10
H -4.29 -5.34 1.03  0.12
H -6.47 -5.56 2.16  0.12
H -7.92 -3.61 2.52  0.12
H -7.22 -1.35 1.78  0.12
H -6.41 2.49 1.42  0.09
H -5.94 3.69 0.20  0.07
H -5.87 4.09 1.91  0.11
H -4.71 2.62 3.41  0.11
H -2.99 2.58 3.09  0.04
H -3.98 1.18 2.73  0.05
H -3.79 4.82 0.38  0.08
H -2.34 3.94 0.90  0.05
H -3.40 4.71 2.08  0.11
Cl -1.29 0.22 2.42  0.80
C -0.75 1.80 1.84  -0.67
C -0.82 1.86 0.46  -0.36
C -0.32 3.02 -0.11  -0.71
Cl -0.29 3.19 -1.82  0.82
C 0.23 4.04 0.69  -0.72
Cl 0.92 5.41 -0.05  0.77
C 0.19 3.95 2.08  -0.71
Cl 0.76 5.23 3.05  0.78
C -0.33 2.80 2.68  -0.72
Cl -0.50 2.66 4.37  0.81
C 6.80 -1.81 -0.81  -0.18
C 5.99 -2.32 0.38  -0.18
C 4.91 -1.29 0.80  -0.19
C 4.41 -0.45 -0.40  -0.42
C 4.43 -1.35 -1.65  -0.21
C 5.89 -1.67 -2.04  -0.17
P 2.76 0.36 -0.10  1.13
C 2.87 1.17 1.56  -0.42
C 2.54 0.14 2.66  -0.22
C 2.36 0.80 4.04  -0.19
C 3.23 2.06 4.20  -0.18
C 4.51 1.92 3.38  -0.18
C 4.18 1.94 1.88  -0.18
C 2.81 1.80 -1.27  -0.43
C 4.16 2.55 -1.44  -0.18
C 4.88 2.17 -2.74  -0.18
C 4.04 2.56 -3.97  -0.17
C 2.53 2.53 -3.66  -0.20
C 2.23 1.43 -2.65  -0.27
H 7.62 -2.49 -1.02  0.11
H 7.25 -0.85 -0.55  0.12
H 6.64 -2.53 1.23  0.12
H 5.51 -3.27 0.10  0.11
H 5.33 -0.63 1.56  0.10
H 4.08 -1.83 1.26  0.07
H 5.11 0.37 -0.58  0.09
H 3.92 -0.90 -2.49  0.08
H 3.90 -2.28 -1.41  0.09
H 6.27 -0.87 -2.69  0.10
H 5.91 -2.59 -2.63  0.11
H 2.05 1.89 1.52  0.08
H 3.34 -0.59 2.72  0.09
H 1.63 -0.41 2.39  0.06
H 2.63 0.07 4.81  0.12
H 1.31 1.05 4.21  0.02
H 3.47 2.22 5.26  0.12
H 2.69 2.95 3.86  0.09
H 5.01 0.98 3.65  0.12
H 5.22 2.72 3.61  0.12
H 5.03 1.53 1.32  0.09
H 4.07 2.98 1.56  0.12
H 2.11 2.50 -0.80  0.05
H 4.82 2.38 -0.58  0.08
H 3.96 3.63 -1.46  0.12
H 5.07 1.09 -2.74  0.08
H 5.85 2.66 -2.77  0.12
H 4.26 1.87 -4.79  0.11
H 4.32 3.55 -4.31  0.11
H 1.96 2.38 -4.58  0.11
H 2.22 3.50 -3.26  0.09
H 2.69 0.51 -3.02  0.09
H 1.16 1.23 -2.56  0.04

energy of number 2 (C48H77BCl5MoN2P3)? -5402.29397 a.u.